Entry 1:
ORCA calculation (wB97M-V/def2-TZVPD) on 11 unconnected molecules or ions with the total composition C23H68N10O11 in a non-equilibrium geometry.

molecular weight	660.86	g mol⁻¹
energy relative to the best compared isomer or geometry (same formula, charge and spin)	4.759	eV
spin multiplicity	1
gap between HOMO and LUMO	9.16	eV
HOMO level	-0.335	hartree
structure (SMILES)	NC(N)=O.NC(N)=O.NC(N)=O.NC(N)=O.NC(N)=O.CC(C)O.CC(C)O.CC(C)O.CC(C)O.CC(C)O.CC(C)O
net charge	0

Atoms and positions in Å:
N: -4.375 11.141 -10.346
C: -3.631 10.317 -11.041
N: -2.479 10.803 -11.306
O: -3.990 9.234 -11.378
H: -5.267 10.829 -9.990
H: -4.010 12.042 -10.072
H: -2.216 11.670 -10.858
H: -1.948 10.272 -11.982
N: 3.448 11.316 -13.295
C: 2.672 10.329 -13.583
N: 1.473 10.423 -13.019
O: 2.930 9.360 -14.277
H: 2.922 12.062 -12.861
H: 4.417 11.415 -13.562
H: 0.751 9.727 -13.146
H: 1.297 11.316 -12.583
N: -2.296 7.560 -13.713
C: -1.169 8.134 -14.002
N: -0.447 7.414 -14.719
O: -1.016 9.272 -13.536
H: -2.986 8.103 -13.213
H: -2.399 6.579 -13.930
H: 0.349 7.612 -15.308
H: -0.932 6.529 -14.760
N: -6.236 14.205 -10.018
C: -5.044 14.665 -9.668
N: -5.202 15.648 -8.852
O: -3.967 14.299 -10.100
H: -6.134 13.475 -10.708
H: -7.128 14.572 -9.717
H: -6.135 16.013 -8.726
H: -4.417 16.215 -8.565
N: -3.088 10.933 -14.825
C: -2.534 11.461 -15.898
N: -1.703 10.576 -16.301
O: -2.719 12.606 -16.349
H: -2.585 10.199 -14.348
H: -3.860 11.325 -14.305
H: -1.490 9.784 -15.712
H: -1.209 10.812 -17.149
C: -5.616 7.616 -13.853
C: -6.937 7.665 -13.033
C: -7.820 8.935 -13.309
O: -7.837 6.591 -13.359
H: -5.119 6.651 -13.755
H: -4.918 8.382 -13.517
H: -5.687 7.724 -14.935
H: -6.609 7.628 -11.994
H: -8.171 9.087 -14.330
H: -7.325 9.894 -13.160
H: -8.734 8.940 -12.716
H: -7.564 5.854 -12.808
C: -6.773 12.381 -5.574
C: -5.501 11.645 -5.220
C: -4.780 11.039 -6.419
O: -4.573 12.646 -4.710
H: -6.536 13.074 -6.381
H: -7.277 12.815 -4.711
H: -7.529 11.727 -6.009
H: -5.692 10.986 -4.373
H: -5.287 10.106 -6.662
H: -3.791 10.593 -6.309
H: -4.783 11.684 -7.297
H: -4.772 12.782 -3.781
C: -8.605 10.272 -9.846
C: -8.307 10.577 -8.384
C: -9.610 11.100 -7.677
O: -7.760 9.407 -7.772
H: -7.857 9.591 -10.253
H: -8.299 11.147 -10.419
H: -9.592 10.007 -10.225
H: -7.513 11.318 -8.297
H: -9.616 12.186 -7.762
H: -9.352 10.898 -6.637
H: -10.525 10.616 -8.020
H: -6.995 9.073 -8.246
C: -0.104 11.829 -8.353
C: -1.523 12.363 -8.500
C: -1.869 13.532 -7.565
O: -1.607 12.950 -9.732
H: 0.613 12.526 -8.787
H: 0.029 11.023 -9.075
H: 0.195 11.441 -7.379
H: -2.271 11.575 -8.416
H: -2.837 14.032 -7.589
H: -1.148 14.334 -7.723
H: -1.776 13.231 -6.521
H: -2.396 13.478 -9.870
C: -2.041 14.485 -12.611
C: -2.023 15.872 -11.958
C: -0.864 16.756 -12.402
O: -3.294 16.488 -12.312
H: -1.695 14.657 -13.630
H: -3.069 14.122 -12.596
H: -1.374 13.768 -12.133
H: -1.895 15.665 -10.896
H: -0.963 17.113 -13.427
H: 0.068 16.213 -12.243
H: -0.766 17.617 -11.742
H: -3.912 15.771 -12.152
C: -5.499 6.846 -7.475
C: -4.870 7.317 -8.785
C: -5.039 6.242 -9.845
O: -5.547 8.450 -9.318
H: -6.528 6.535 -7.654
H: -5.511 7.618 -6.705
H: -5.128 5.898 -7.087
H: -3.802 7.509 -8.676
H: -4.356 6.459 -10.667
H: -6.082 6.068 -10.108
H: -4.794 5.239 -9.495
H: -5.073 8.682 -10.119

Atomic partial charges in e from the Mulliken method, atoms 1 to 99: 0.905, 0.670, 0.696, -1.009, -0.460, -0.342, -0.266, -0.053, -0.315, 0.688, -0.133, -0.699, 0.129, 0.228, 0.111, 0.037, -0.256, 0.689, -0.290, -0.895, -0.169, 0.164, 0.283, 0.123, -0.401, 0.305, -0.380, -0.452, 0.185, 0.164, 0.134, 0.259, -0.118, 0.569, -0.302, -0.715, 0.000, 0.100, 0.249, 0.198, -0.772, 1.504, -1.463, -0.621, 0.340, -0.208, 0.393, -0.562, 0.416, 0.279, 0.332, 0.392, -0.747, 0.321, -0.509, -0.540, 0.132, 0.440, -0.150, 0.424, 0.138, 0.459, -0.334, 0.305, -1.148, 1.520, -1.536, -0.623, -0.159, 0.380, 0.394, -0.266, 0.318, 0.372, 0.405, 0.094, -1.587, 1.587, -1.466, -0.438, 0.306, 0.398, 0.381, -0.291, 0.201, 0.321, 0.449, 0.036, -0.819, 1.025, -1.510, -0.646, 0.538, 0.105, 0.008, -0.116, 0.372, 0.321, 0.407

Entry 2:
ORCA calculation (wB97M-V/def2-TZVPD) on 13 unconnected molecules or ions with the total composition C23H72O13 in a non-equilibrium geometry.

molecular weight	556.82	g mol⁻¹
energy relative to the best compared isomer or geometry (same formula, charge and spin)	0.000	eV
spin multiplicity	1
gap between HOMO and LUMO	10.22	eV
HOMO level	-0.351	hartree
net charge	0

Atoms and positions in Å:
O: 4.679 0.713 0.433
H: 4.526 0.565 -0.531
H: 4.621 1.632 0.707
O: 1.457 -2.581 -0.046
H: 1.227 -2.621 0.881
H: 2.367 -2.249 -0.030
C: 0.604 -0.371 4.916
C: 0.934 0.653 3.849
C: 2.191 1.616 4.038
O: 1.095 -0.016 2.556
H: 0.572 0.147 5.967
H: 1.394 -1.054 4.983
H: -0.381 -0.913 4.735
H: 0.032 1.245 3.650
H: 2.499 2.070 3.136
H: 3.046 0.919 4.219
H: 2.070 2.225 4.996
H: 1.936 -0.521 2.403
C: 5.519 -1.098 3.103
C: 4.632 -1.996 2.242
C: 4.050 -3.134 3.064
O: 3.543 -1.284 1.765
H: 6.479 -1.602 3.401
H: 4.983 -0.786 3.969
H: 5.806 -0.221 2.494
H: 5.129 -2.322 1.337
H: 3.545 -2.805 3.960
H: 4.862 -3.856 3.300
H: 3.270 -3.687 2.484
H: 3.807 -0.591 1.171
C: -2.433 -3.224 -5.040
C: -3.418 -2.510 -4.161
C: -4.729 -3.267 -4.143
O: -2.934 -2.335 -2.788
H: -2.018 -4.102 -4.644
H: -1.663 -2.526 -5.413
H: -2.978 -3.631 -5.897
H: -3.525 -1.489 -4.597
H: -4.575 -4.297 -3.898
H: -5.086 -3.301 -5.219
H: -5.438 -2.741 -3.418
H: -1.933 -2.462 -2.772
C: 0.777 6.949 -0.580
C: 1.017 5.732 -1.472
C: 2.070 5.965 -2.546
O: 1.578 4.577 -0.723
H: 0.399 7.772 -1.141
H: 1.648 7.266 -0.013
H: -0.043 6.706 0.123
H: 0.094 5.512 -2.040
H: 1.685 6.707 -3.303
H: 2.236 4.920 -2.968
H: 2.989 6.375 -2.020
H: 0.984 4.155 -0.113
C: -5.822 -0.244 -0.632
C: -5.010 0.790 0.100
C: -5.924 1.402 1.114
O: -3.824 0.238 0.656
H: -6.505 0.257 -1.326
H: -6.311 -0.867 0.123
H: -5.213 -0.965 -1.209
H: -4.759 1.600 -0.587
H: -5.465 2.301 1.573
H: -6.111 0.699 1.952
H: -6.840 1.738 0.663
H: -3.746 -0.746 0.425
C: -1.343 2.036 0.491
C: -0.601 1.312 -0.555
C: -0.643 1.992 -1.880
O: 0.815 1.185 -0.218
H: -0.737 2.777 0.941
H: -1.684 1.399 1.324
H: -2.194 2.578 0.106
H: -0.995 0.262 -0.712
H: -0.466 3.040 -1.855
H: -1.629 1.788 -2.395
H: 0.158 1.619 -2.503
H: 0.847 0.821 0.719
C: 4.051 4.838 0.623
O: 4.108 3.604 -0.074
H: 4.918 4.920 1.283
H: 3.997 5.683 -0.044
H: 3.154 4.977 1.245
H: 3.203 3.613 -0.377
C: 2.898 -0.484 -3.140
O: 3.135 -0.414 -1.727
H: 3.646 -1.141 -3.623
H: 1.941 -1.027 -3.279
H: 2.747 0.463 -3.665
H: 2.335 -0.016 -1.290
C: -3.920 -3.901 0.246
O: -3.482 -2.526 -0.046
H: -3.151 -4.512 0.632
H: -4.734 -3.836 0.939
H: -4.297 -4.321 -0.691
H: -3.283 -2.421 -1.016
C: -1.069 -3.334 1.923
O: -0.108 -2.656 2.767
H: -0.916 -4.389 2.023
H: -2.095 -3.035 2.080
H: -0.858 -3.073 0.856
H: -0.092 -1.702 2.576
C: -0.723 -4.849 -1.499
O: -0.465 -3.483 -1.805
H: 0.035 -5.375 -0.856
H: -1.745 -4.860 -1.063
H: -0.746 -5.368 -2.421
H: 0.316 -3.213 -1.265

Atomic partial charges in e from the Mulliken method, atoms 1 to 99: -0.545, 0.245, 0.241, -0.558, 0.139, 0.230, -1.128, 0.514, -1.110, 0.278, 0.354, 0.203, 0.272, 0.232, 0.298, 0.115, 0.363, 0.053, -1.277, 0.550, -1.256, -0.465, 0.377, 0.250, 0.263, 0.317, 0.237, 0.415, 0.239, 0.141, -1.564, 0.805, -1.343, -0.429, 0.335, 0.358, 0.441, 0.166, 0.344, 0.416, 0.232, 0.084, -1.338, 0.478, -1.202, -0.209, 0.436, 0.238, 0.351, 0.278, 0.404, 0.279, 0.218, 0.033, -1.212, 0.968, -1.559, -0.300, 0.472, 0.284, 0.092, 0.115, 0.346, 0.325, 0.416, 0.270, -1.564, 1.443, -1.312, 0.191, 0.427, 0.194, 0.412, -0.369, 0.126, 0.371, 0.305, -0.096, -0.629, -0.486, 0.380, 0.165, 0.224, 0.365, -0.638, -0.433, 0.261, 0.141, 0.286, 0.264, -0.962, -0.135, 0.311, 0.242, 0.294, 0.283, -0.448, -0.538, 0.338

> Look up the HOMO level of the second one.

-0.351 hartree